Entry from the OMol25 dataset: a structure of composition C40H57N2OP3V at a distorted geometry (wB97M-V/def2-TZVPD).

Structure (ORCA input):
```
! wB97M-V def2-TZVPD RIJCOSX def2/J DEFGRID3
* xyz 1 1
V -0.539 -0.397 -0.392
C 2.836 -2.996 1.051
N 1.721 -2.224 0.501
P 1.815 -1.243 -0.898
C 3.466 -0.493 -0.868
C 4.573 -1.084 -1.476
C 5.826 -0.507 -1.342
C 5.983 0.655 -0.599
C 4.887 1.242 0.016
C 3.633 0.669 -0.120
C 1.881 -2.368 -2.321
C 1.600 -3.724 -2.211
C 1.544 -4.521 -3.347
C 1.758 -3.963 -4.598
C 2.033 -2.606 -4.714
C 2.094 -1.811 -3.582
P 0.361 -1.702 1.379
C 0.980 -1.037 2.946
C 1.147 -1.817 4.088
C 1.683 -1.258 5.238
C 2.052 0.080 5.253
C 1.884 0.864 4.119
C 1.345 0.308 2.970
C -0.574 -3.180 1.844
C -1.709 -2.997 2.632
C -2.538 -4.067 2.923
C -2.243 -5.330 2.426
C -1.115 -5.519 1.643
C -0.283 -4.447 1.351
H 3.298 -3.597 0.265
H 2.468 -3.669 1.826
H 3.596 -2.344 1.486
H 4.457 -1.989 -2.058
H 6.682 -0.967 -1.818
H 6.963 1.102 -0.498
H 5.008 2.147 0.597
H 2.774 1.125 0.358
H 1.422 -4.159 -1.237
H 1.331 -5.578 -3.253
H 1.709 -4.582 -5.483
H 2.201 -2.168 -5.689
H 2.310 -0.753 -3.679
H 0.853 -2.860 4.082
H 1.810 -1.866 6.123
H 2.468 0.514 6.153
H 2.165 1.909 4.135
H 1.187 0.913 2.082
H -1.948 -2.010 3.015
H -3.417 -3.916 3.536
H -2.893 -6.165 2.650
H -0.879 -6.502 1.257
H 0.597 -4.602 0.741
C 1.261 3.841 0.416
C -0.213 4.013 0.822
C -0.304 3.700 2.324
C -0.641 5.471 0.621
P -1.245 2.743 -0.103
N -0.514 1.333 -0.035
C -2.915 2.573 0.744
C -3.869 1.782 -0.164
C -3.566 3.915 1.099
C -2.745 1.744 2.026
C -1.435 3.217 -1.922
C -1.828 1.984 -2.752
C -2.449 4.337 -2.189
C -0.059 3.646 -2.458
H 1.890 4.297 1.183
H 1.499 4.324 -0.527
H 1.517 2.787 0.336
H 0.422 4.324 2.847
H -0.069 2.656 2.537
H -1.284 3.932 2.738
H 0.017 6.103 1.222
H -1.664 5.656 0.952
H -0.546 5.801 -0.410
H -4.203 2.356 -1.024
H -4.757 1.527 0.417
H -3.420 0.847 -0.509
H -3.667 4.577 0.242
H -3.020 4.444 1.879
H -4.569 3.720 1.484
H -2.239 0.799 1.819
H -3.740 1.523 2.418
H -2.195 2.267 2.806
H -2.864 1.691 -2.624
H -1.186 1.127 -2.536
H -1.689 2.232 -3.806
H -3.470 4.033 -1.968
H -2.411 4.585 -3.252
H -2.234 5.247 -1.632
H 0.702 2.893 -2.248
H 0.267 4.604 -2.063
H -0.134 3.755 -3.541
C -1.941 -2.566 -3.326
C -1.934 -2.823 -1.826
C -3.323 -3.106 -1.269
O -1.381 -1.716 -1.156
H -2.346 -3.423 -3.865
H -0.926 -2.382 -3.679
H -2.559 -1.693 -3.549
H -1.282 -3.682 -1.613
H -3.985 -2.260 -1.462
H -3.266 -3.272 -0.192
H -3.752 -3.993 -1.736
*
```

Total energy = -3711.113310 a.u.
ΔE to the lowest compared entry with this formula, charge and spin = 3.3 kcal per mole
LUMO level (spin up / spin down) = -1.858 / -1.897 eV
Kohn-Sham gap (spin up / spin down) = 8.135 / 8.151 eV
Maximum force = 0.020 hartree/bohr

Atomic partial charges in e from the Löwdin method, atoms 1 to 99: atom 1 (V): 0.488, atom 2 (C): -0.112, atom 3 (N): -0.477, atom 4 (P): 0.984, atom 5 (C): -0.339, atom 6 (C): -0.079, atom 7 (C): -0.063, atom 8 (C): -0.065, atom 9 (C): -0.065, atom 10 (C): -0.092, atom 11 (C): -0.366, atom 12 (C): -0.093, atom 13 (C): -0.067, atom 14 (C): -0.072, atom 15 (C): -0.072, atom 16 (C): -0.104, atom 17 (P): 0.935, atom 18 (C): -0.326, atom 19 (C): -0.077, atom 20 (C): -0.064, atom 21 (C): -0.065, atom 22 (C): -0.069, atom 23 (C): -0.106, atom 24 (C): -0.353, atom 25 (C): -0.098, atom 26 (C): -0.070, atom 27 (C): -0.070, atom 28 (C): -0.066, atom 29 (C): -0.087, atom 30 (H): 0.083, atom 31 (H): 0.078, atom 32 (H): 0.089, atom 33 (H): 0.108, atom 34 (H): 0.111, atom 35 (H): 0.111, atom 36 (H): 0.109, atom 37 (H): 0.067, atom 38 (H): 0.081, atom 39 (H): 0.110, atom 40 (H): 0.109, atom 41 (H): 0.110, atom 42 (H): 0.114, atom 43 (H): 0.109, atom 44 (H): 0.111, atom 45 (H): 0.110, atom 46 (H): 0.107, atom 47 (H): 0.058, atom 48 (H): 0.111, atom 49 (H): 0.110, atom 50 (H): 0.109, atom 51 (H): 0.110, atom 52 (H): 0.082, atom 53 (C): -0.084, atom 54 (C): -0.588, atom 55 (C): -0.086, atom 56 (C): -0.065, atom 57 (P): 0.952, atom 58 (N): -0.341, atom 59 (C): -0.596, atom 60 (C): -0.078, atom 61 (C): -0.070, atom 62 (C): -0.085, atom 63 (C): -0.590, atom 64 (C): -0.085, atom 65 (C): -0.068, atom 66 (C): -0.085, atom 67 (H): 0.092, atom 68 (H): 0.066, atom 69 (H): 0.038, atom 70 (H): 0.095, atom 71 (H): 0.059, atom 72 (H): 0.063, atom 73 (H): 0.098, atom 74 (H): 0.067, atom 75 (H): 0.066, atom 76 (H): 0.067, atom 77 (H): 0.094, atom 78 (H): 0.072, atom 79 (H): 0.071, atom 80 (H): 0.064, atom 81 (H): 0.097, atom 82 (H): 0.056, atom 83 (H): 0.094, atom 84 (H): 0.060, atom 85 (H): 0.069, atom 86 (H): 0.053, atom 87 (H): 0.093, atom 88 (H): 0.067, atom 89 (H): 0.096, atom 90 (H): 0.069, atom 91 (H): 0.084, atom 92 (H): 0.064, atom 93 (H): 0.093, atom 94 (C): -0.033, atom 95 (C): -0.502, atom 96 (C): -0.035, atom 97 (O): -0.359, atom 98 (H): 0.089, atom 99 (H): 0.065

Entry from the OMol25 dataset: a structure of composition C18H23CaI2N6O2S2Se2Te2 at a distorted geometry (wB97M-V/def2-TZVPD).

Structure (ORCA input):
```
! wB97M-V def2-TZVPD RIJCOSX def2/J DEFGRID3
* xyz -1 1
Ca 0.027 0.377 0.126
I -2.120 -6.923 0.477
C -1.292 -5.027 0.759
C 0.037 -4.902 1.116
C 0.555 -3.632 1.298
I 2.575 -3.437 1.796
C -0.195 -2.443 1.160
O 0.339 -1.288 1.351
C -1.558 -2.619 0.755
C -2.507 -1.445 0.572
N -2.088 -0.421 -0.409
C -2.035 -0.915 -1.790
C -0.812 -1.759 -2.064
C -0.888 -2.862 -2.906
C 0.246 -3.611 -3.148
C 1.437 -3.230 -2.548
C 1.431 -2.105 -1.748
N 0.343 -1.376 -1.507
C -2.073 -3.892 0.578
H 0.666 -5.772 1.241
H -3.486 -1.847 0.284
H -2.622 -0.931 1.529
H -2.787 0.332 -0.391
H -2.932 -1.492 -2.049
H -1.995 -0.043 -2.453
H -1.838 -3.127 -3.351
H 0.202 -4.485 -3.785
H 2.350 -3.793 -2.685
H 2.342 -1.770 -1.265
H -3.108 -3.997 0.276
Se 0.723 1.542 -2.616
Te -0.599 3.682 -2.758
Te -3.121 2.770 -3.139
Se -4.102 2.165 -0.914
C -0.013 5.423 1.001
C -0.325 4.481 2.099
N -0.169 4.700 3.369
N -0.563 3.527 3.953
C -0.952 2.578 3.080
S -1.455 1.016 3.364
N -0.797 3.212 1.883
N -1.057 2.602 0.661
H 0.275 6.379 1.431
H -0.874 5.555 0.345
H 0.807 5.038 0.391
H -0.575 3.425 4.950
H -2.068 2.666 0.431
H -0.567 3.126 -0.067
C 3.998 0.520 1.079
S 2.850 1.052 -0.195
C 3.859 2.325 -0.930
O 1.781 1.766 0.611
H 4.397 1.387 1.602
H 4.795 -0.073 0.627
H 3.420 -0.105 1.758
H 4.675 1.846 -1.470
H 4.229 2.972 -0.136
H 3.217 2.855 -1.630
*
```

Total energy = -8587.270661 a.u.
ΔE to the lowest compared entry with this formula, charge and spin = 12.5 kcal per mole
LUMO level = 1.818 eV
Kohn-Sham gap = 5.648 eV
Maximum force = 0.030 hartree/bohr

Need the natural (NBO) charges? In units of e they are: atom 1 (Ca): 1.719, atom 2 (I): 0.089, atom 3 (C): -0.211, atom 4 (C): -0.257, atom 5 (C): -0.258, atom 6 (I): 0.090, atom 7 (C): 0.423, atom 8 (O): -0.905, atom 9 (C): -0.123, atom 10 (C): -0.250, atom 11 (N): -0.768, atom 12 (C): -0.292, atom 13 (C): 0.254, atom 14 (C): -0.249, atom 15 (C): -0.151, atom 16 (C): -0.271, atom 17 (C): 0.064, atom 18 (N): -0.535, atom 19 (C): -0.219, atom 20 (H): 0.226, atom 21 (H): 0.181, atom 22 (H): 0.233, atom 23 (H): 0.438, atom 24 (H): 0.186, atom 25 (H): 0.267, atom 26 (H): 0.219, atom 27 (H): 0.213, atom 28 (H): 0.217, atom 29 (H): 0.195, atom 30 (H): 0.214, atom 31 (Se): -0.887, atom 32 (Te): -0.045, atom 33 (Te): 0.027, atom 34 (Se): -0.812, atom 35 (C): -0.670, atom 36 (C): 0.362, atom 37 (N): -0.286, atom 38 (N): -0.387, atom 39 (C): 0.224, atom 40 (S): -0.288, atom 41 (N): -0.234, atom 42 (N): -0.741, atom 43 (H): 0.240, atom 44 (H): 0.251, atom 45 (H): 0.242, atom 46 (H): 0.418, atom 47 (H): 0.430, atom 48 (H): 0.407, atom 49 (C): -0.824, atom 50 (S): 1.262, atom 51 (C): -0.821, atom 52 (O): -1.059, atom 53 (H): 0.224, atom 54 (H): 0.226, atom 55 (H): 0.267, atom 56 (H): 0.231, atom 57 (H): 0.224, atom 58 (H): 0.283

Entry from the OMol25 dataset: a structure of composition C33H32AsN7O6S2Tl (wB97M-V/def2-TZVPD).

Structure (ORCA input):
```
! wB97M-V def2-TZVPD RIJCOSX def2/J DEFGRID3
* xyz -1 1
Tl -1.092 -1.013 0.860
C 2.000 1.396 -1.227
N 1.652 0.047 -0.840
C 1.989 -0.923 -1.872
C 1.295 -2.247 -1.641
C 1.961 -3.282 -0.868
C 1.422 -4.504 -0.753
C 0.048 -4.721 -1.164
C -0.548 -3.584 -2.015
N 0.203 -2.442 -2.299
C 2.329 -0.317 0.397
C 1.995 0.526 1.602
C 2.984 0.827 2.533
C 2.632 1.480 3.701
C 1.302 1.812 3.911
C 0.387 1.479 2.927
N 0.727 0.871 1.793
C 1.282 1.937 -2.442
C 1.797 3.076 -3.058
C 1.107 3.642 -4.113
C -0.071 3.045 -4.534
C -0.490 1.903 -3.875
N 0.165 1.350 -2.856
H 3.089 1.504 -1.393
H 1.739 2.052 -0.392
H 3.086 -1.061 -1.919
H 1.636 -0.554 -2.832
H 2.974 -3.092 -0.536
H 2.004 -5.346 -0.401
H -0.319 -5.735 -1.277
H -1.324 -3.813 -2.735
H 3.426 -0.293 0.258
H 2.044 -1.337 0.676
H 4.007 0.522 2.352
H 3.384 1.713 4.446
H 0.979 2.304 4.819
H -0.675 1.672 3.056
H 2.718 3.518 -2.696
H 1.483 4.534 -4.600
H -0.652 3.454 -5.350
H -1.409 1.407 -4.171
O 2.174 -4.210 3.317
As 0.540 -3.760 2.596
O -0.917 -3.805 -0.679
O 0.910 -2.149 2.169
C -0.338 -3.446 4.360
C 0.307 -3.703 5.561
C -0.324 -3.510 6.786
C -1.640 -3.076 6.805
C -2.318 -2.829 5.618
C -1.666 -2.999 4.397
S -3.507 -1.484 3.110
O -3.950 -1.723 1.732
O -2.314 -2.792 3.203
O -2.596 -0.315 3.182
H 2.587 -3.342 3.433
H 1.331 -4.058 5.525
H 0.203 -3.708 7.713
H -2.156 -2.937 7.748
H -3.350 -2.506 5.642
C -2.430 4.232 3.474
N -3.219 3.254 2.762
C -4.174 2.420 3.325
C -4.656 1.650 2.344
N -3.989 2.005 1.176
C -3.103 3.031 1.422
S -2.154 3.918 0.369
C -4.155 1.281 -0.038
C -5.439 0.930 -0.442
C -5.562 0.157 -1.579
C -4.417 -0.231 -2.261
C -3.190 0.164 -1.756
N -3.063 0.913 -0.662
H -2.908 4.431 4.432
H -2.372 5.143 2.882
H -1.415 3.868 3.638
H -4.382 2.417 4.379
H -5.334 0.818 2.377
H -6.305 1.246 0.123
H -6.542 -0.145 -1.927
H -4.471 -0.841 -3.152
H -2.254 -0.143 -2.219
*
```

Total energy = -5316.154383 a.u.
ΔE to the lowest compared entry with this formula, charge and spin = 65.3 kcal per mole
LUMO level = 2.510 eV
Kohn-Sham gap = 6.991 eV
Maximum force = 0.008 hartree/bohr

Need the Löwdin charges? In units of e they are: atom 1 (Tl): 0.916, atom 2 (C): -0.136, atom 3 (N): -0.145, atom 4 (C): -0.140, atom 5 (C): -0.267, atom 6 (C): -0.031, atom 7 (C): -0.039, atom 8 (C): -0.210, atom 9 (C): -0.279, atom 10 (N): 0.165, atom 11 (C): -0.177, atom 12 (C): -0.291, atom 13 (C): -0.022, atom 14 (C): -0.069, atom 15 (C): -0.058, atom 16 (C): -0.118, atom 17 (N): 0.062, atom 18 (C): -0.255, atom 19 (C): -0.032, atom 20 (C): -0.080, atom 21 (C): -0.077, atom 22 (C): -0.131, atom 23 (N): 0.137, atom 24 (H): 0.129, atom 25 (H): 0.133, atom 26 (H): 0.126, atom 27 (H): 0.109, atom 28 (H): 0.117, atom 29 (H): 0.114, atom 30 (H): 0.137, atom 31 (H): 0.137, atom 32 (H): 0.126, atom 33 (H): 0.073, atom 34 (H): 0.108, atom 35 (H): 0.101, atom 36 (H): 0.098, atom 37 (H): 0.093, atom 38 (H): 0.110, atom 39 (H): 0.101, atom 40 (H): 0.096, atom 41 (H): 0.100, atom 42 (O): -0.438, atom 43 (As): 1.073, atom 44 (O): -0.063, atom 45 (O): -0.739, atom 46 (C): -0.276, atom 47 (C): -0.120, atom 48 (C): -0.123, atom 49 (C): -0.116, atom 50 (C): -0.057, atom 51 (C): -0.370, atom 52 (S): 0.671, atom 53 (O): -0.522, atom 54 (O): -0.336, atom 55 (O): -0.548, atom 56 (H): -0.007, atom 57 (H): 0.081, atom 58 (H): 0.085, atom 59 (H): 0.090, atom 60 (H): 0.086, atom 61 (C): -0.056, atom 62 (N): -0.128, atom 63 (C): -0.057, atom 64 (C): -0.073, atom 65 (N): 0.015, atom 66 (C): -0.774, atom 67 (S): 0.548, atom 68 (C): -0.290, atom 69 (C): 0.000, atom 70 (C): -0.063, atom 71 (C): -0.058, atom 72 (C): -0.151, atom 73 (N): 0.112, atom 74 (H): 0.087, atom 75 (H): 0.060, atom 76 (H): 0.077, atom 77 (H): 0.122, atom 78 (H): 0.117, atom 79 (H): 0.113, atom 80 (H): 0.104, atom 81 (H): 0.100, atom 82 (H): 0.093

Entry from the OMol25 dataset: a structure of composition C26H21Cl2MoN4O3S2 at a distorted geometry (wB97M-V/def2-TZVPD).

Structure (ORCA input):
```
! wB97M-V def2-TZVPD RIJCOSX def2/J DEFGRID3
* xyz -1 1
Mo -0.190 -0.448 0.804
Cl 1.376 -0.768 5.168
C 0.475 0.648 4.754
C 0.202 1.631 5.684
C -0.537 2.745 5.315
Cl -0.869 3.940 6.521
C -1.038 2.927 4.013
C -1.830 3.999 3.567
C -2.285 3.989 2.254
C -1.945 2.954 1.402
N -1.143 1.941 1.774
C -0.728 1.926 3.054
C 0.011 0.777 3.437
O 0.127 -0.102 2.482
H 0.557 1.525 6.695
H -2.103 4.789 4.247
H -2.910 4.792 1.888
H -2.336 2.914 0.396
S 2.329 -0.964 0.529
C 1.930 -2.567 1.013
S 0.275 -2.761 1.533
C 2.789 -3.641 0.965
C 4.073 -3.558 0.405
N 5.106 -3.551 -0.100
C 2.390 -4.916 1.404
N 2.093 -5.970 1.754
O -4.521 -0.657 0.447
C -3.359 -0.621 0.594
N -2.186 -0.575 0.730
C -0.300 -3.536 -1.571
C -0.538 -2.772 -2.870
C -1.990 -2.296 -2.979
C 0.369 -1.574 -3.046
C 1.177 -1.530 -4.170
C 1.907 -0.402 -4.495
C 1.725 0.749 -3.753
C 0.944 0.755 -2.609
C 0.641 2.092 -1.959
C 1.351 2.301 -0.621
C -0.875 2.264 -1.841
C 0.347 -0.455 -2.177
O -0.231 -0.524 -0.981
H -0.679 -4.553 -1.645
H -0.811 -3.050 -0.739
H 0.768 -3.599 -1.354
H -0.338 -3.454 -3.708
H -2.212 -1.572 -2.195
H -2.674 -3.135 -2.883
H -2.155 -1.822 -3.944
H 1.230 -2.398 -4.811
H 2.572 -0.401 -5.345
H 2.185 1.672 -4.080
H 1.009 2.868 -2.647
H 1.002 1.566 0.127
H 1.139 3.296 -0.235
H 2.429 2.193 -0.738
H -1.286 1.564 -1.107
H -1.341 2.070 -2.806
H -1.117 3.282 -1.545
*
```

Total energy = -3233.226348 a.u.
LUMO level (spin up / spin down) = 0.993 / 0.991 eV
Kohn-Sham gap (spin up / spin down) = 5.968 / 5.967 eV
Maximum force = 0.103 hartree/bohr

Need the natural (NBO) charges? In units of e they are: atom 1 (Mo): 1.170, atom 2 (Cl): 0.052, atom 3 (C): -0.077, atom 4 (C): -0.224, atom 5 (C): -0.030, atom 6 (Cl): -0.002, atom 7 (C): -0.138, atom 8 (C): -0.114, atom 9 (C): -0.265, atom 10 (C): 0.083, atom 11 (N): -0.438, atom 12 (C): 0.198, atom 13 (C): 0.302, atom 14 (O): -0.565, atom 15 (H): 0.243, atom 16 (H): 0.228, atom 17 (H): 0.223, atom 18 (H): 0.215, atom 19 (S): -0.124, atom 20 (C): -0.171, atom 21 (S): 0.018, atom 22 (C): -0.490, atom 23 (C): 0.319, atom 24 (N): -0.372, atom 25 (C): 0.315, atom 26 (N): -0.372, atom 27 (O): -0.618, atom 28 (C): 0.795, atom 29 (N): -0.804, atom 30 (C): -0.607, atom 31 (C): -0.234, atom 32 (C): -0.597, atom 33 (C): -0.026, atom 34 (C): -0.203, atom 35 (C): -0.223, atom 36 (C): -0.208, atom 37 (C): -0.046, atom 38 (C): -0.233, atom 39 (C): -0.591, atom 40 (C): -0.601, atom 41 (C): 0.306, atom 42 (O): -0.598, atom 43 (H): 0.206, atom 44 (H): 0.224, atom 45 (H): 0.218, atom 46 (H): 0.194, atom 47 (H): 0.217, atom 48 (H): 0.204, atom 49 (H): 0.199, atom 50 (H): 0.205, atom 51 (H): 0.204, atom 52 (H): 0.200, atom 53 (H): 0.198, atom 54 (H): 0.205, atom 55 (H): 0.196, atom 56 (H): 0.220, atom 57 (H): 0.208, atom 58 (H): 0.215, atom 59 (H): 0.193